Arrangement i

C5H7N3 | ωB97M-V/def2-TZVPD

Computed properties:
E_LUMO	0.85	eV
SMILES string	c1nc(N2CC2)c[nH]1
M	109.1	g/mol
HOMO-LUMO gap	9.67	eV

Structure (ORCA input):
```
! wB97M-V def2-TZVPD RIJCOSX def2/J DEFGRID3
* xyz 0 1
C -2.0892 -0.1196 -0.6790
C -1.9450 0.0036 0.8183
C 0.3250 -0.4382 -0.2427
C 0.9065 0.7478 -0.3144
C 2.4016 -0.7452 0.1581
H -1.8479 0.9325 -1.0141
H -2.7086 -0.7286 -1.2125
H -1.7095 1.0358 1.0339
H -2.3622 -0.9337 1.4035
H 0.3748 1.6496 0.0481
H 2.7291 1.4829 0.1410
H 3.3360 -1.1925 -0.0203
N -1.0356 -0.8345 -0.0595
N 2.2699 0.5922 0.0316
N 1.3552 -1.4523 -0.0919
*
```

=====

Arrangement ii

C5H7N3 | ωB97M-V/def2-TZVPD

Computed properties:
E_LUMO	0.83	eV
SMILES string	N/N=C\c1ccc[nH]1
M	109.1	g/mol
HOMO-LUMO gap	9.05	eV

Structure (ORCA input):
```
! wB97M-V def2-TZVPD RIJCOSX def2/J DEFGRID3
* xyz 0 1
C 0.1470 1.2480 -0.9428
C -0.0254 0.1004 -0.0448
C 0.4614 -0.9690 0.6193
C -0.4748 -1.2890 1.7915
C -1.5087 -0.3280 1.7019
H 2.2707 0.2772 -3.0202
H 1.5640 -0.7321 -1.8456
H -0.3201 2.1716 -0.3713
H 1.4067 -1.5847 0.5098
H -0.2521 -1.9202 2.6530
H -2.4987 -0.0923 2.3518
H -1.7517 1.2745 0.5523
N 1.4263 0.0956 -2.5415
N 0.7548 1.2866 -2.0782
N -1.1995 0.4614 0.6650
*
```

=====

Arrangement iii

C5H7N3 | ωB97M-V/def2-TZVPD

Computed properties:
E_LUMO	0.70	eV
SMILES string	C/C=N\n1cccn1
M	109.1	g/mol
HOMO-LUMO gap	9.79	eV

Structure (ORCA input):
```
! wB97M-V def2-TZVPD RIJCOSX def2/J DEFGRID3
* xyz 0 1
C -0.4650 1.5603 1.1274
C 0.3348 1.9832 0.0064
C -0.6455 -0.7185 -0.7321
C -0.4694 -2.1321 -0.6292
C 0.9484 -2.1563 -0.5341
H 0.0008 2.0960 1.9787
H -0.4095 0.4488 1.2933
H -1.6787 1.7411 1.2214
H 0.5273 3.0212 0.0068
H -1.4626 -0.0873 -0.4827
H -1.2544 -2.8761 -0.6792
H 1.5117 -3.0387 -0.5782
N 1.0124 1.2059 -0.7574
N 0.5755 -0.0649 -0.6862
N 1.4742 -0.9825 -0.5549
*
```

=====

Out of the structures above, which one is the most stable? Solution: arrangement ii.